# 1
# C21H57BN2O17S

A 13-piece molecular cluster, C21H57BN2O17S overall (ωB97M-V with the def2-TZVPD basis set, the Open Molecules 2025 dataset).

Values from the calculation:
LUMO: -0.4 eV
E_HOMO: -0.3435 Ha
energy: -71998.7472 eV

CARTESIAN COORDINATES (ANGSTROEM)
H (4.50, -4.39, -0.27)
H (3.49, -3.08, 0.39)
H (-2.12, 5.45, 4.88)
H (-6.01, -6.28, 3.10)
H (-4.67, 3.19, 1.63)
H (6.39, 1.03, -0.29)
O (-2.23, 4.00, 3.40)
C (-4.99, 1.42, -2.67)
O (2.67, -4.94, 0.54)
H (7.24, 2.98, 0.61)
H (6.01, 0.68, 3.92)
H (2.05, 3.53, -5.62)
H (2.97, -5.85, 0.67)
C (-5.63, -5.36, 2.64)
C (1.54, -1.11, -0.35)
H (1.96, 5.73, -4.95)
O (-6.70, -4.45, 2.40)
H (2.11, -5.66, -1.57)
H (6.89, 3.23, 3.04)
C (6.74, 2.94, -0.37)
H (-4.93, -4.89, 3.33)
H (-3.49, 0.81, -1.59)
O (6.19, 1.31, 3.21)
S (1.10, 2.30, -1.89)
C (2.78, 5.32, -5.54)
N (-2.62, -1.08, -0.84)
H (-7.07, -2.42, 1.40)
B (3.37, -0.35, 0.90)
C (-1.26, -1.14, -0.66)
H (-5.73, 0.77, -2.19)
H (5.93, 2.92, 4.51)
H (-2.32, 1.99, 2.86)
H (7.24, 3.62, -1.05)
H (-3.74, 5.19, 4.17)
H (-6.03, 4.33, 1.55)
O (6.83, 1.63, -0.91)
H (-0.91, 0.29, -2.25)
C (-2.63, -2.66, 1.00)
C (-6.76, -0.50, 1.49)
O (2.00, 3.31, -2.38)
H (0.16, -6.01, -2.76)
C (-3.26, -1.83, 0.01)
H (4.06, -2.18, -3.67)
C (-2.73, 1.12, 2.35)
O (2.92, -1.06, -0.21)
H (-3.30, 0.52, 3.05)
H (3.61, 5.06, -4.87)
H (-5.46, 2.38, -2.90)
C (-0.44, -0.34, -1.50)
H (-0.16, 2.38, -2.40)
O (2.65, -0.12, 2.06)
C (3.82, -4.10, 0.54)
C (0.80, -6.82, -2.41)
H (-3.28, -3.25, 1.66)
C (-2.82, 4.71, 4.49)
H (0.81, -7.61, -3.16)
O (-1.68, 0.30, 1.82)
O (0.96, 2.35, -0.45)
H (2.80, 0.60, -2.05)
C (0.92, -0.32, -1.35)
H (1.83, 0.36, 1.89)
H (3.12, 6.07, -6.25)
H (-4.64, 0.96, -3.59)
H (7.60, 2.30, 4.37)
H (-7.81, -0.23, 1.49)
H (-6.38, -0.51, 2.51)
H (4.34, -4.18, 1.50)
H (1.53, 0.40, -3.31)
H (-5.11, -5.60, 1.71)
H (5.82, -2.01, -3.53)
H (-6.20, 0.23, 0.91)
O (-6.57, -1.78, 0.88)
O (2.13, -6.35, -2.23)
H (4.78, -1.77, -2.10)
H (-4.57, 3.36, -0.68)
O (4.73, -0.25, -3.51)
O (4.66, 0.11, 0.84)
O (2.35, 4.18, -6.26)
H (-6.20, 2.71, 0.84)
C (0.77, -1.91, 0.45)
H (1.23, -2.52, 1.23)
H (0.41, -7.22, -1.47)
H (4.93, 0.31, 1.75)
C (1.72, 0.62, -2.25)
H (-3.38, 1.45, 1.54)
C (-5.50, 3.54, 1.02)
C (6.68, 2.50, 3.83)
N (-1.34, -2.74, 1.18)
H (5.70, 3.23, -0.26)
H (-1.18, 0.84, 1.20)
C (-0.64, -1.94, 0.31)
C (4.86, -1.63, -3.18)
H (-7.31, -4.88, 1.79)
H (-4.36, -1.83, -0.03)
H (5.44, 0.22, -3.06)
O (-3.90, 1.66, -1.79)
H (-2.03, 4.65, 2.71)
O (-5.03, 4.07, -0.21)
H (-3.05, 3.99, 5.27)



# 2
# C21H57N3O24S6

A 9-piece molecular cluster, C21H57N3O24S6 overall (ωB97M-V with the def2-TZVPD basis set, the Open Molecules 2025 dataset).

Values from the calculation:
LUMO (spin up / spin down): 1.9 / 1.9 eV
E_HOMO (spin up / spin down): -0.0761 / -0.1996 Ha
energy: -141308.4519 eV
net charge: -1
multiplicity: 2

CARTESIAN COORDINATES (ANGSTROEM)
H (3.37, -0.60, -6.08)
O (0.54, -3.11, 2.76)
H (0.96, 5.49, 2.56)
O (0.74, 1.49, 0.10)
H (0.15, -3.05, -0.47)
H (-2.61, 3.96, -6.20)
C (3.12, -0.94, -5.08)
C (-5.54, -1.02, -2.97)
H (0.17, -4.59, -1.42)
H (5.17, 3.32, 2.99)
C (-3.38, 4.47, -5.61)
H (2.51, -1.40, 3.79)
H (-0.99, -5.74, -6.02)
H (4.86, -0.78, 4.65)
S (2.89, 0.66, -4.09)
H (-2.34, -4.82, -6.79)
O (-1.58, 1.37, 4.14)
O (-5.34, -2.09, -0.80)
H (-3.25, 4.72, -4.56)
H (-0.72, 5.68, 2.13)
H (-6.42, -1.65, -3.09)
H (3.62, 2.62, 3.29)
O (-3.92, 2.46, 3.68)
H (1.35, -5.83, 1.56)
H (4.06, 3.18, 1.62)
H (0.10, 3.23, 2.00)
N (1.42, -3.73, 2.13)
H (2.11, -1.35, -5.01)
O (-6.48, -1.17, 1.34)
H (-3.09, 3.77, -2.64)
O (5.66, 1.02, 0.90)
H (4.53, -0.66, -2.25)
N (2.34, -0.33, 5.46)
H (4.76, 1.02, 5.08)
C (-0.32, 3.70, 2.88)
H (4.23, -1.15, 0.05)
H (-2.71, 2.55, -1.49)
H (-2.33, -5.26, -5.08)
N (-0.09, 0.68, 0.50)
H (-3.92, 5.21, -6.20)
O (-5.41, 3.50, -4.23)
C (3.66, -0.26, -1.73)
O (-1.21, 0.61, 0.04)
H (2.51, -5.45, 2.77)
C (-2.67, 2.77, -2.56)
C (-0.26, -2.83, -2.61)
H (-1.07, 3.68, 5.56)
S (-2.48, 2.52, 3.91)
O (4.24, 1.33, -4.02)
H (7.33, -0.62, 5.42)
O (-2.26, -2.50, -4.70)
H (-2.47, 2.83, 6.28)
C (0.42, -3.52, -1.42)
C (-1.71, -4.93, -5.91)
C (0.24, -0.22, 1.67)
O (2.14, 0.84, 5.05)
H (1.29, -0.18, 1.99)
H (0.78, -1.39, 4.50)
H (-0.09, -1.19, 1.30)
H (-3.02, 0.62, -3.20)
O (3.72, 0.08, 2.32)
H (-5.14, -0.85, -3.97)
C (6.55, 0.05, 5.78)
C (1.85, -1.47, 4.66)
H (-2.73, 4.37, 5.43)
C (3.29, -1.04, -0.50)
O (-5.00, 2.57, -6.61)
S (-1.12, -3.30, -5.12)
S (4.91, 0.91, 2.15)
O (-5.39, 0.41, -0.29)
O (2.24, -3.24, 1.30)
H (7.09, 1.00, 5.72)
C (5.37, 0.17, 4.76)
S (-4.52, 3.05, -5.32)
H (-3.00, -1.03, 0.54)
H (3.79, -1.66, -4.61)
H (-0.34, 0.28, 2.44)
O (-1.72, 3.45, 2.79)
H (0.12, 3.12, 3.69)
C (4.40, 2.69, 2.54)
H (1.94, -2.41, 5.19)
H (6.12, -0.22, 6.74)
H (-1.61, 2.78, -2.82)
C (-4.64, -1.84, -2.00)
C (-3.86, -1.19, 1.19)
C (-2.13, 3.45, 5.44)
H (-0.31, 5.74, 3.82)
C (-0.05, 5.25, 2.88)
H (-3.80, -0.67, 2.15)
O (5.97, 0.61, 3.44)
H (-4.15, -2.70, -2.47)
S (-5.49, -0.89, 0.36)
H (-4.48, 1.61, -3.00)
O (2.78, -0.58, 6.59)
H (2.97, -2.08, -0.60)
O (-0.30, -3.77, -3.71)
H (2.64, -0.53, 0.21)
H (-3.80, -1.21, -1.71)
O (-0.09, -2.79, -6.07)
C (-3.45, 1.62, -3.33)
H (-3.81, -2.27, 1.24)
H (-6.08, -0.11, -2.66)
O (1.64, 1.30, -4.67)
H (1.49, -3.31, -1.45)
O (2.52, -0.05, -2.59)
H (0.31, -1.99, -2.98)
H (4.00, 0.74, -1.47)
C (1.49, -5.23, 2.45)
H (0.84, -5.41, 3.31)
H (-1.17, -2.31, -2.29)
O (-3.44, 1.98, -4.70)



# 3
# C21H57NO8

C21H57NO8 as an isolated structure (ωB97M-V with the def2-TZVPD basis set, the Open Molecules 2025 dataset).

Values from the calculation:
LUMO: -0.2 eV
E_HOMO: -0.2928 Ha
energy: -40552.1427 eV
relative energy (zero: lowest compared OMol25 entry of this formula, charge and spin): 424.89 kcal per mole

CARTESIAN COORDINATES (ANGSTROEM)
H (-0.26, -1.46, -1.31)
C (-3.44, 1.19, -1.57)
H (4.17, 3.66, -3.55)
H (0.94, 4.62, 2.73)
H (2.30, 0.83, 1.90)
H (-0.93, 4.95, 3.35)
H (1.60, 3.34, -0.31)
H (2.30, -0.52, -0.87)
C (1.40, -0.89, 3.00)
O (-0.34, 2.43, 3.31)
H (1.43, -1.09, -4.67)
H (-2.86, 1.35, 2.61)
H (1.01, -2.55, 4.33)
C (0.01, -4.16, 1.61)
O (-0.91, -0.58, 2.09)
C (-3.03, 0.35, 2.78)
H (2.78, -1.74, -2.12)
H (-4.10, -2.19, 1.80)
H (-0.10, -2.77, -0.02)
H (-0.89, -3.98, 2.01)
H (-2.75, -0.14, 3.68)
H (-1.68, 1.47, -3.76)
H (-1.20, 2.77, -2.70)
O (1.49, 4.16, -2.66)
C (0.97, -1.81, -4.14)
H (2.80, -0.15, -2.48)
H (0.94, -3.98, 0.03)
C (-1.21, 1.70, -2.92)
H (1.64, -2.73, -3.99)
H (0.48, -0.29, -2.67)
O (0.19, -2.13, -1.85)
C (0.85, -1.18, -2.65)
H (0.11, 5.24, 1.71)
H (3.33, 4.38, -1.99)
C (2.21, -0.96, -1.93)
H (-0.93, -0.74, -1.35)
H (-3.82, 0.70, -0.69)
H (0.82, 2.98, 0.75)
O (0.19, -1.15, -0.27)
O (-1.62, -0.45, -1.98)
C (2.41, 0.30, 2.81)
H (0.60, -1.30, 1.20)
H (-4.39, 0.35, 2.46)
C (-2.90, -1.99, 1.83)
H (-0.62, 3.35, -0.06)
C (-0.23, 2.83, 0.88)
H (-0.33, -0.70, 1.23)
N (-0.02, -3.73, 0.23)
C (-0.18, 4.58, 2.58)
H (2.09, -1.58, 4.93)
O (-1.13, -5.85, -0.41)
C (-1.94, 0.94, -1.74)
H (-1.29, 1.07, -0.76)
H (0.15, -5.22, 1.42)
H (-4.10, 0.82, -2.27)
H (-2.61, -2.58, 2.53)
H (-0.57, 1.48, 3.16)
H (-2.45, -2.58, 1.08)
H (-0.32, 1.83, 0.66)
H (2.83, 1.88, -0.45)
H (2.51, -2.73, 3.54)
H (0.07, -1.99, -4.60)
C (-0.76, 3.23, 2.21)
H (0.33, -0.69, 3.30)
H (2.25, 1.04, 3.73)
H (3.54, 0.03, 3.02)
C (2.65, 3.57, -2.17)
C (2.10, 2.56, -1.04)
H (-2.73, -4.44, -1.92)
C (3.57, 2.85, -3.27)
H (1.36, 1.88, -1.38)
C (1.86, -2.01, 4.08)
H (-2.30, -2.83, -1.35)
H (-0.05, 1.71, -2.99)
H (4.22, 2.22, -2.88)
H (0.89, -3.82, 2.23)
C (-2.28, -0.64, 1.76)
C (-1.89, -3.75, -1.51)
H (-1.87, 3.17, 2.26)
H (3.04, 2.55, -3.97)
H (-2.46, -0.09, 0.75)
H (1.10, 3.69, -3.22)
H (-3.64, 2.29, -1.44)
H (-1.27, -3.64, -2.25)
O (1.40, -1.58, 1.78)
H (0.47, -0.34, -0.68)
C (-1.02, -4.62, -0.53)



# 4
# C21H58GaN13O28PS

C21H58GaN13O28PS as an isolated structure (ωB97M-V with the def2-TZVPD basis set, the Open Molecules 2025 dataset).

Values from the calculation:
LUMO: 1.0 eV
E_HOMO: -0.1171 Ha
energy: -171877.6122 eV
net charge: -1

CARTESIAN COORDINATES (ANGSTROEM)
H (-1.08, 3.22, -3.67)
O (1.62, -6.17, -0.45)
H (4.16, -7.68, 4.26)
O (3.58, 3.43, -0.83)
H (-1.29, -0.03, 9.45)
O (0.08, -4.77, -1.16)
H (0.28, 0.96, 4.82)
H (-1.04, 1.85, 1.46)
O (5.83, 0.81, -3.88)
O (4.05, 10.57, -3.93)
H (0.83, -5.01, 1.75)
N (5.02, 1.64, -4.33)
C (2.88, -9.04, 0.19)
H (2.41, 11.42, -5.48)
O (-0.06, -1.54, 7.14)
N (-3.66, -4.87, -0.63)
C (-1.23, 3.40, -0.26)
H (4.15, -8.85, 5.62)
H (-7.01, 6.83, -1.65)
C (-0.59, 0.30, -1.33)
H (4.02, 0.43, -5.72)
C (1.94, 10.61, -4.93)
H (-5.00, -6.88, 1.66)
N (5.20, -7.05, 5.97)
H (1.54, 7.17, -3.36)
C (5.40, 2.00, -0.54)
N (-5.17, 5.91, -1.26)
H (-4.85, 1.71, -3.26)
H (1.10, 1.71, -0.43)
H (5.29, 1.58, -1.54)
N (-0.04, 6.09, -2.52)
H (3.70, 0.08, 2.58)
C (-0.16, 0.01, 4.49)
C (-1.38, -1.02, 8.99)
H (-2.41, -1.39, 9.04)
H (-1.25, 0.10, 4.42)
H (-5.64, -5.22, 1.36)
H (1.42, 2.58, -2.55)
O (5.16, 2.86, -4.35)
N (2.92, 10.05, -3.96)
O (-4.47, 2.53, 0.48)
H (-4.57, -1.32, -3.20)
O (3.55, 2.05, 0.89)
C (-3.88, -3.98, -1.79)
N (0.39, -0.28, 3.13)
H (5.65, -8.62, 4.66)
C (4.75, -8.14, 5.06)
H (-0.69, -1.73, 9.46)
H (6.10, 2.83, -0.53)
N (-1.02, -0.87, 7.55)
H (-2.71, -0.47, -5.77)
C (-5.07, -5.86, 2.05)
H (-0.99, 4.47, -0.69)
O (5.72, 1.38, 2.40)
H (-4.67, 3.45, 0.08)
Ga (-1.91, 1.87, -1.54)
H (-5.68, 7.28, -2.78)
O (-5.98, -4.80, 3.91)
H (-5.69, 3.05, -2.15)
H (-0.81, -4.72, 1.08)
C (0.94, 0.98, -1.33)
O (-1.01, 6.52, -1.88)
O (6.68, -0.04, 3.78)
H (-6.36, 1.27, -2.09)
H (3.20, -8.03, 0.46)
H (-3.29, -4.36, -2.62)
H (-4.95, -3.99, -2.02)
H (1.70, 0.06, -1.30)
N (3.11, -9.93, 1.36)
C (-6.15, 6.46, -2.23)
O (-1.70, -0.10, 6.88)
H (-2.95, 3.04, -3.79)
H (-4.08, -5.45, 2.24)
H (3.47, -9.42, -0.64)
H (1.98, 6.10, -1.97)
O (1.14, 1.61, -2.66)
C (3.75, 1.10, -4.89)
O (-4.05, 6.42, -1.23)
H (-0.83, -0.26, -0.33)
H (-0.58, -0.47, -2.23)
H (1.65, 9.80, -5.60)
H (-0.24, -6.40, 1.35)
H (-3.95, 0.73, -4.99)
O (-0.43, -0.39, 2.21)
H (-3.56, -2.97, -1.53)
H (5.70, 1.22, 0.17)
C (-1.97, 2.43, -3.52)
C (-5.37, 1.92, -2.22)
H (4.66, -1.41, 2.85)
C (0.06, -5.39, 1.08)
C (4.45, -0.40, 3.21)
H (3.14, 1.93, -5.24)
N (4.07, 2.53, -0.12)
O (1.61, -0.41, 3.04)
H (-6.44, 5.66, -2.90)
C (1.25, 6.81, -2.37)
H (1.81, -9.06, -0.03)
O (2.79, -11.12, 1.22)
H (1.11, 7.65, -1.68)
S (-3.18, -1.04, -3.38)
O (-3.17, -4.36, 0.39)
H (3.24, 0.55, -4.09)
C (-1.07, 3.01, 1.18)
H (4.14, -0.41, 4.25)
O (5.90, -6.16, 5.48)
N (0.63, -5.44, -0.29)
O (-5.56, 4.97, -0.55)
O (-0.05, 5.11, -3.27)
C (-1.69, 1.23, -4.60)
P (-4.10, 1.41, -0.84)
H (-1.55, 1.75, -5.66)
O (-3.97, -6.06, -0.77)
H (0.13, -0.81, 5.15)
O (-6.20, -6.98, 3.74)
C (-2.94, 0.17, -4.79)
O (3.59, -9.43, 2.38)
O (4.84, -7.13, 7.15)
H (-0.66, 0.73, -4.35)
H (1.08, 10.97, -4.36)
O (2.54, 9.11, -3.25)
N (-5.81, -5.88, 3.34)
H (-0.99, 3.79, 2.07)
N (5.72, 0.38, 3.12)